C38H68AsBInN8P2 | ωB97M-V/def2-TZVPD

```
119
Properties=species:S:1:pos:R:3:lowdin_charge:R:1
In -0.392 -0.734 0.224 0.66
C 4.524 -1.523 -3.982 -0.10
C 3.065 -1.066 -4.080 -0.71
C 2.818 -0.433 -5.452 -0.08
C 2.178 -2.311 -3.956 -0.12
P 2.651 -0.012 -2.581 1.14
C 1.115 0.819 -3.194 -0.29
N 0.342 1.554 -2.194 -0.01
B -0.218 1.191 -0.919 -0.56
N -0.972 2.339 -0.489 -0.03
C -1.851 2.530 0.645 -0.31
P -1.264 1.721 2.196 1.12
C -0.261 3.110 2.975 -0.69
C 0.532 2.563 4.164 -0.10
C 0.759 3.578 1.923 -0.08
C -1.078 4.318 3.432 -0.08
C -2.905 1.502 3.083 -0.69
C -3.870 2.694 3.073 -0.07
C -2.627 1.083 4.528 -0.09
C -3.598 0.334 2.357 -0.13
C -0.891 3.328 -1.469 -0.17
C -1.456 4.594 -1.516 -0.01
C -1.197 5.387 -2.627 -0.08
C -0.404 4.915 -3.666 -0.08
C 0.154 3.644 -3.624 -0.01
C -0.089 2.851 -2.510 -0.18
C 3.859 1.425 -2.458 -0.69
C 3.211 2.477 -1.543 -0.09
C 4.242 2.111 -3.769 -0.08
C 5.129 0.916 -1.762 -0.10
H 4.693 -2.336 -4.692 0.09
H 4.764 -1.901 -2.986 0.08
H 5.222 -0.722 -4.228 0.07
H 2.999 -1.186 -6.223 0.09
H 3.478 0.407 -5.655 0.06
H 1.787 -0.097 -5.576 0.07
H 2.407 -3.004 -4.768 0.09
H 1.117 -2.064 -4.023 0.07
H 2.356 -2.831 -3.014 0.07
H 0.495 0.059 -3.676 0.09
H 1.390 1.523 -3.977 0.06
H -2.845 2.127 0.426 0.08
H -1.987 3.597 0.826 0.07
H 1.244 1.812 3.827 0.07
H -0.101 2.130 4.939 0.06
H 1.103 3.377 4.617 0.09
H 1.303 2.741 1.479 0.07
H 1.488 4.228 2.414 0.10
H 0.294 4.147 1.118 0.08
H -1.687 4.092 4.307 0.07
H -1.729 4.704 2.646 0.08
H -0.393 5.123 3.711 0.10
H -3.570 3.477 3.765 0.07
H -4.860 2.348 3.382 0.09
H -3.981 3.138 2.083 0.08
H -2.193 1.896 5.110 0.07
H -1.952 0.224 4.580 0.06
H -3.565 0.799 5.013 0.10
H -4.024 0.645 1.402 0.08
H -4.419 -0.041 2.972 0.10
H -2.907 -0.489 2.162 -0.02
H -2.090 4.967 -0.723 0.11
H -1.626 6.378 -2.685 0.11
H -0.223 5.543 -4.528 0.11
H 0.750 3.298 -4.456 0.10
H 2.447 3.054 -2.065 0.07
H 3.981 3.176 -1.209 0.09
H 2.747 2.047 -0.650 0.06
H 3.368 2.420 -4.345 0.07
H 4.864 1.476 -4.399 0.07
H 4.817 3.015 -3.548 0.09
H 4.893 0.380 -0.839 0.06
H 5.766 1.766 -1.503 0.09
H 5.711 0.247 -2.393 0.06
N -2.904 -0.229 -1.186 0.06
H -3.306 0.691 -1.332 0.05
H -3.680 -0.860 -1.013 0.01
H -2.520 -0.510 -2.086 0.04
N -0.328 -2.374 -1.268 0.11
C -0.364 -3.360 -1.886 -0.22
C -0.416 -4.540 -2.585 -0.28
C -1.528 -4.753 -3.438 -0.24
N -2.429 -4.905 -4.141 0.15
C 0.636 -5.468 -2.379 -0.23
N 1.516 -6.177 -2.155 0.15
C 0.613 -1.539 4.017 0.00
C 1.604 -1.314 2.936 -0.38
N 1.353 -0.917 1.696 0.00
C 2.584 -0.719 1.085 -0.13
C 3.571 -0.998 1.968 -0.05
N 2.931 -1.371 3.128 0.13
H -0.355 -1.180 3.677 0.03
H 0.883 -0.959 4.900 0.10
H 0.544 -2.589 4.300 0.08
H 2.649 -0.440 0.046 0.03
H 4.642 -0.980 1.879 0.12
H 3.376 -1.622 3.996 0.17
C -3.276 -4.117 3.650 -0.14
C -2.655 -2.791 3.220 -0.39
As -2.000 -2.725 1.365 1.21
C -1.106 -4.449 1.156 -0.39
C 0.230 -4.531 1.881 -0.14
C -3.689 -3.058 0.435 -0.38
C -3.602 -3.500 -1.019 -0.15
H -3.555 -4.058 4.703 0.08
H -2.581 -4.950 3.549 0.07
H -4.181 -4.356 3.093 0.07
H -1.826 -2.550 3.881 0.04
H -3.379 -1.981 3.312 0.04
H -0.977 -4.613 0.087 0.04
H -1.802 -5.211 1.510 0.08
H 0.923 -3.765 1.527 0.06
H 0.697 -5.499 1.702 0.09
H 0.109 -4.418 2.960 0.06
H -4.312 -2.172 0.578 0.06
H -4.149 -3.854 1.022 0.07
H -3.111 -2.778 -1.669 0.04
H -4.606 -3.664 -1.411 0.09
H -3.063 -4.442 -1.116 0.07
```

The value obtained for the energy relative to the best compared isomer or geometry (same formula, charge and spin) is 0.000 eV. The total charge is +1. The calculation puts the HOMO energy at -10.33 eV.

***

C38H69BrClN10O4P2 | ωB97M-V/def2-TZVPD

```
125
Properties=species:S:1:pos:R:3:lowdin_charge:R:1
C 4.665 1.276 0.477 -0.17
C 3.205 0.610 0.310 -0.26
C 2.593 -0.095 1.570 -0.50
Br 3.908 0.118 3.081 0.83
N 1.129 0.214 1.967 -0.19
N 1.164 0.277 3.379 0.06
C 0.715 -0.664 4.056 -0.21
O 0.309 -1.618 4.584 0.26
C 0.709 1.654 1.655 -0.20
C 1.651 2.739 2.337 -0.09
C 1.328 4.211 1.785 -0.23
O 1.921 4.624 0.807 0.04
C -0.756 1.979 2.219 -0.12
C -1.875 1.034 1.565 -0.48
C -3.144 1.147 2.561 -0.19
C -4.146 -0.069 2.450 -0.32
C -5.512 0.361 3.136 -0.52
Cl -6.096 -1.024 4.214 0.47
P -2.489 1.680 -0.093 0.81
N -3.913 1.066 -0.538 -0.30
C -1.371 -0.465 1.593 -0.13
C 0.169 -0.745 1.358 -0.22
P 0.381 -1.042 -0.519 0.66
N 1.601 -2.030 -0.813 -0.17
O 0.620 0.309 -1.424 -0.21
O -0.958 -1.858 -1.170 -0.20
H 4.884 1.697 -0.560 0.09
H 5.472 0.520 0.663 0.07
H 4.673 2.163 1.164 0.05
H 3.394 -0.197 -0.471 0.11
H 2.603 1.391 -0.224 0.10
H 2.614 -1.220 1.400 0.10
H 0.686 1.892 0.561 0.14
H 2.747 2.605 2.126 0.08
H 1.490 2.823 3.460 0.13
H 0.576 4.851 2.357 0.13
H -0.808 1.910 3.353 0.13
H -1.068 3.063 1.984 0.06
H -3.656 2.132 2.306 0.12
H -2.797 1.222 3.632 0.12
H -3.722 -0.895 3.109 0.08
H -4.251 -0.513 1.437 0.02
H -5.302 1.208 3.864 0.07
H -6.314 0.686 2.420 0.08
H -1.595 1.409 -1.170 -0.01
H -2.652 3.087 0.019 0.00
H -4.591 1.834 -0.599 -0.03
H -1.592 -0.859 2.641 0.13
H -2.066 -1.068 0.932 0.11
H 0.322 -1.825 1.695 0.16
H 1.253 -2.885 -1.259 0.00
H 0.692 0.020 -2.370 0.06
H -0.872 -2.799 -0.921 0.09
C -7.009 -3.017 -1.663 -0.11
C -5.759 -2.281 -2.134 -0.26
C -4.481 -2.784 -1.458 -0.18
C -4.573 -2.585 0.017 -0.18
N -4.644 -2.423 1.159 0.17
H -7.185 -2.869 -0.595 0.07
H -7.889 -2.646 -2.191 0.07
H -6.927 -4.091 -1.852 0.08
H -5.882 -1.212 -1.941 0.11
H -5.660 -2.403 -3.216 0.11
H -3.615 -2.237 -1.837 0.10
H -4.329 -3.847 -1.666 0.12
C 4.178 -6.128 -0.381 -0.13
C 5.089 -5.411 -1.368 -0.27
C 4.346 -4.377 -2.217 -0.19
C 3.276 -5.047 -3.012 -0.23
N 2.447 -5.566 -3.625 0.13
H 3.400 -6.696 -0.893 0.04
H 4.751 -6.834 0.221 0.07
H 3.695 -5.416 0.297 0.07
H 5.561 -6.154 -2.017 0.10
H 5.889 -4.911 -0.816 0.11
H 5.040 -3.882 -2.899 0.11
H 3.891 -3.612 -1.581 0.09
C -2.388 2.136 -4.358 -0.11
C -1.479 1.906 -5.561 -0.26
C -1.401 0.434 -5.976 -0.16
C -0.855 -0.381 -4.854 -0.17
N -0.432 -1.012 -3.985 0.17
H -2.020 1.618 -3.469 0.04
H -2.436 3.201 -4.117 0.07
H -3.404 1.788 -4.562 0.08
H -0.477 2.278 -5.325 0.11
H -1.848 2.494 -6.405 0.11
H -0.751 0.321 -6.846 0.12
H -2.391 0.057 -6.242 0.12
C -3.308 7.285 -0.815 -0.11
C -2.183 7.838 0.054 -0.25
C -1.005 6.869 0.193 -0.16
C -1.462 5.600 0.828 -0.16
N -1.816 4.617 1.321 0.14
H -3.745 6.382 -0.382 0.07
H -4.110 8.019 -0.909 0.08
H -2.946 7.046 -1.819 0.08
H -2.584 8.078 1.043 0.12
H -1.823 8.773 -0.381 0.12
H -0.222 7.313 0.811 0.12
H -0.576 6.642 -0.786 0.13
C 5.128 6.439 4.648 -0.10
C 3.993 6.084 3.694 -0.28
C 3.389 7.310 3.003 -0.18
C 2.825 8.238 4.025 -0.23
N 2.389 8.955 4.816 0.15
H 4.781 7.074 5.467 0.07
H 5.546 5.535 5.094 0.07
H 5.931 6.963 4.124 0.08
H 3.215 5.551 4.250 0.11
H 4.372 5.396 2.932 0.10
H 2.592 7.003 2.321 0.09
H 4.149 7.836 2.421 0.12
C 2.023 -10.976 -0.679 -0.11
C 1.523 -9.936 -1.677 -0.27
C 2.508 -9.687 -2.822 -0.18
C 3.802 -9.183 -2.282 -0.21
N 4.803 -8.792 -1.862 0.17
H 2.943 -10.652 -0.187 0.07
H 1.279 -11.142 0.102 0.07
H 2.217 -11.932 -1.173 0.08
H 1.329 -9.000 -1.146 0.11
H 0.570 -10.273 -2.093 0.11
H 2.100 -8.947 -3.515 0.11
H 2.689 -10.609 -3.380 0.12
```

The total charge is +1. The calculation puts the HOMO energy at -10.77 eV.

***

C38H69F3NO20Y | ωB97M-V/def2-TZVPD

```
132
Properties=species:S:1:pos:R:3:lowdin_charge:R:1
Y 0.327 -6.106 -6.165 1.92
C 3.585 -5.844 -4.446 -0.32
O 2.820 -5.623 -3.264 -0.11
O 2.646 -5.967 -5.493 -0.29
C 4.805 -4.826 -4.636 -0.53
F 4.555 -3.599 -4.149 0.13
F 5.947 -5.192 -4.054 0.15
F 5.136 -4.665 -5.919 0.15
C 3.431 -5.684 -2.027 -0.28
C 2.420 -5.099 -1.064 -0.04
H 2.069 -4.100 -1.323 0.06
H 1.615 -5.816 -0.902 0.07
H 2.877 -4.944 -0.087 0.09
H 4.332 -5.103 -1.833 0.12
H 3.732 -6.697 -1.760 0.13
H 4.173 -6.750 -4.296 0.15
O 9.348 -2.966 -8.886 0.06
C 10.075 -2.942 -7.888 -0.48
O 9.790 -3.511 -6.689 -0.02
C 8.615 -4.265 -6.537 -0.22
C 8.721 -4.943 -5.147 -0.05
C 11.349 -2.126 -7.871 0.03
H 8.463 -4.978 -7.348 0.11
H 7.795 -3.549 -6.599 0.11
H 8.467 -4.264 -4.333 0.06
H 9.673 -5.422 -4.917 0.09
H 8.064 -5.811 -5.096 0.06
H 11.726 -2.118 -8.894 0.09
H 12.057 -2.599 -7.191 0.09
H 11.160 -1.129 -7.472 0.09
O 7.220 -7.852 2.447 0.07
C 6.767 -6.846 1.873 -0.55
O 6.800 -6.538 0.616 0.00
C 7.263 -7.516 -0.310 -0.19
C 7.252 -6.828 -1.661 -0.07
C 6.078 -5.797 2.740 0.02
H 6.701 -8.450 -0.312 0.12
H 8.319 -7.648 -0.072 0.13
H 7.991 -7.324 -2.290 0.09
H 7.501 -5.768 -1.722 0.08
H 6.270 -6.920 -2.123 0.04
H 5.020 -6.054 2.697 0.08
H 6.276 -4.847 2.243 0.08
H 6.426 -5.806 3.773 0.09
O 1.053 -4.117 -7.444 -0.06
C 1.090 -2.940 -7.761 -0.41
O 2.226 -2.148 -7.622 0.01
C 3.422 -2.699 -7.168 -0.24
C 4.484 -1.595 -7.047 -0.02
C -0.169 -2.150 -8.219 0.05
H 3.784 -3.568 -7.717 0.11
H 3.176 -3.056 -6.168 0.09
H 4.260 -0.702 -6.464 0.08
H 4.751 -1.266 -8.051 0.08
H 5.407 -2.035 -6.668 0.07
H -0.829 -2.760 -8.835 0.09
H 0.099 -1.238 -8.753 0.10
H -0.859 -1.899 -7.413 0.09
O -0.894 -6.439 -4.080 -0.05
C -1.133 -7.355 -3.316 -0.48
O -2.307 -7.915 -3.058 0.05
C -3.438 -7.551 -3.743 -0.24
C -4.598 -8.314 -3.147 -0.04
C -0.067 -7.870 -2.413 0.06
H -3.311 -7.645 -4.821 0.13
H -3.639 -6.500 -3.537 0.14
H -4.410 -9.379 -3.014 0.09
H -5.507 -8.173 -3.732 0.09
H -4.919 -7.960 -2.167 0.09
H -0.322 -7.679 -1.370 0.12
H 0.925 -7.529 -2.707 0.08
H 0.080 -8.936 -2.584 0.09
O 5.259 -5.248 -11.670 0.06
C 5.177 -4.540 -10.632 -0.54
O 4.438 -3.476 -10.495 -0.02
C 3.530 -3.008 -11.537 -0.14
C 2.551 -1.917 -10.943 -0.04
C 6.163 -4.642 -9.498 0.04
H 3.081 -3.856 -12.054 0.11
H 4.138 -2.436 -12.238 0.13
H 2.194 -1.306 -11.772 0.08
H 3.051 -1.127 -10.383 0.08
H 1.695 -2.326 -10.406 0.04
H 7.113 -4.247 -9.857 0.10
H 6.319 -5.665 -9.158 0.08
H 5.731 -4.054 -8.688 0.06
O 1.411 -6.646 -8.231 -0.08
C 1.987 -6.626 -9.307 -0.44
O 3.277 -6.896 -9.567 0.06
C 4.019 -7.680 -8.606 -0.18
C 3.773 -9.176 -8.629 -0.05
C 1.250 -6.046 -10.502 0.07
H 3.804 -7.319 -7.600 0.10
H 5.100 -7.546 -8.650 0.13
H 2.706 -9.338 -8.478 0.07
H 4.219 -9.752 -7.818 0.08
H 4.011 -9.641 -9.586 0.10
H 0.806 -5.092 -10.221 0.08
H 0.436 -6.708 -10.797 0.11
H 1.986 -5.883 -11.290 0.10
C 0.387 -0.079 -4.142 -0.07
C 0.977 -0.962 -3.010 -0.22
C 1.787 -2.133 -3.552 -0.16
C 1.000 -3.146 -4.201 -0.12
N 0.371 -3.956 -4.757 0.14
H 1.202 0.605 -4.382 0.08
H -0.473 0.455 -3.739 0.08
H 0.021 -0.615 -5.018 0.06
H 0.201 -1.259 -2.304 0.12
H 1.600 -0.346 -2.363 0.12
H 2.257 -2.589 -2.680 0.11
H 2.506 -1.813 -4.306 0.12
C 6.238 -0.928 -3.467 -0.18
C 6.849 0.456 -3.508 -0.12
O 8.261 0.226 -3.490 0.08
C 8.433 -1.058 -3.943 -0.44
O 9.559 -1.584 -4.123 0.12
O 7.228 -1.731 -4.001 0.03
H 5.386 -1.032 -4.140 0.10
H 5.974 -1.213 -2.449 0.14
H 6.486 1.091 -2.700 0.14
H 6.538 0.890 -4.459 0.13
C 3.456 -9.973 -4.921 -0.13
C 2.482 -10.314 -3.838 -0.11
O 3.221 -9.930 -2.688 0.08
C 4.505 -9.724 -2.912 -0.53
O 5.397 -9.597 -2.099 0.16
O 4.722 -9.709 -4.274 0.07
H 3.044 -9.138 -5.488 0.10
H 3.603 -10.800 -5.616 0.13
H 2.263 -11.382 -3.848 0.14
H 1.568 -9.735 -3.970 0.10
```

The total charge is +2. The calculation puts the HOMO energy at -12.47 eV.